A cluster of 10 separate species, C55H45Cl4F9 in total, computed with ωB97M-V/def2-TZVPD.

```
113
Properties=species:S:1:pos:R:3:forces:R:3:mulliken_charge:R:1
F 9.603207 -7.571023 43.621750 -0.1 -0.1 -0.1 -0.239
C 8.515332 -6.886794 44.015585 -0.1 -0.2 0.2 0.377
C 8.537795 -6.294824 45.259694 -0.2 0.3 0.4 -0.347
C 7.429157 -5.562308 45.677592 0.2 0.2 -0.3 -0.431
C 6.315542 -5.451088 44.856461 -0.2 -0.8 0.2 -0.641
C 6.268198 -6.176963 43.667229 0.2 0.8 0.4 -0.528
C 7.395821 -6.844302 43.210887 -0.6 -0.1 -0.4 -0.293
H 9.393523 -6.404687 45.912013 0.1 0.0 -0.2 0.447
H 7.448240 -5.060484 46.636577 0.0 -0.1 0.0 0.377
H 5.425131 -4.938225 45.196997 0.1 0.1 0.0 0.415
H 5.340483 -6.154848 43.111281 0.2 -0.1 -0.3 0.364
H 7.346967 -7.307562 42.233503 0.3 -0.2 0.1 0.488
F 15.874232 -6.553094 43.603474 -0.2 0.1 0.1 -0.024
C 15.169955 -7.569236 43.050862 0.5 0.2 -0.1 0.603
C 13.820303 -7.441357 42.841281 -0.3 -0.1 0.1 0.041
C 13.130123 -8.542271 42.336711 -0.1 0.6 0.0 -0.640
C 13.821712 -9.680450 41.983343 0.2 -0.5 0.1 -0.365
C 15.206335 -9.740033 42.111312 -0.3 -0.5 0.8 -0.822
C 15.889732 -8.693604 42.706711 0.0 -0.1 -0.4 -0.491
H 13.292568 -6.534662 43.096191 0.1 0.0 0.0 0.174
H 12.058679 -8.438966 42.225026 0.0 -0.3 0.0 0.593
H 13.317567 -10.605456 41.731908 -0.2 0.2 -0.3 0.051
H 15.675013 -10.701776 41.937437 0.3 0.2 -0.2 0.649
H 16.953577 -8.727867 42.898453 0.0 0.0 0.0 0.312
F 14.538707 -17.141541 43.308248 0.2 0.0 -0.1 -0.320
C 14.319747 -15.811292 43.291616 -0.4 0.1 0.2 0.379
C 14.736399 -15.061093 44.377171 0.4 -0.3 -0.2 -0.434
C 14.423834 -13.714468 44.410608 0.3 0.5 -0.1 -0.533
C 13.739685 -13.125327 43.359581 -0.7 -0.3 -0.2 -0.414
C 13.310472 -13.904119 42.291805 0.0 0.0 0.2 -0.233
C 13.604905 -15.261827 42.249554 0.0 0.2 -0.3 -0.550
H 15.355012 -15.554024 45.116380 -0.2 0.1 0.2 0.409
H 14.738855 -13.066657 45.219566 0.1 -0.3 0.2 0.379
H 13.424404 -12.092425 43.397758 0.2 0.1 0.1 0.633
H 12.689081 -13.460266 41.523079 0.1 0.0 -0.1 0.288
H 13.292177 -15.861948 41.405018 0.0 -0.1 0.1 0.415
F 18.448968 -3.645267 41.108277 0.0 0.0 0.0 -0.345
C 19.160309 -4.313305 42.039754 -0.1 -0.1 0.1 0.353
C 18.700941 -5.526732 42.496292 -0.5 -0.7 0.0 0.638
C 19.436286 -6.236049 43.434016 0.3 0.2 0.1 -0.570
C 20.634312 -5.721791 43.904537 0.4 0.4 0.2 -0.907
C 21.079319 -4.486056 43.449132 -0.2 -0.1 -0.7 -0.525
C 20.330793 -3.772357 42.509715 0.6 0.2 0.3 -0.629
H 17.773107 -5.959445 42.142754 0.0 0.3 -0.1 -0.038
H 19.082497 -7.184932 43.814990 -0.1 0.0 -0.1 0.628
H 21.240193 -6.241811 44.636525 -0.1 -0.2 0.0 0.503
H 22.061090 -4.111095 43.706717 -0.1 0.1 0.3 0.398
H 20.687466 -2.814522 42.152664 -0.1 0.0 -0.1 0.459
F 15.403355 -5.544657 40.626684 0.0 0.1 0.0 -0.210
C 15.793711 -6.356088 39.620899 0.3 -0.1 -0.1 0.262
C 16.989347 -6.107714 38.974170 -0.4 0.5 0.3 -0.489
C 17.347040 -6.957814 37.946282 0.4 0.0 -0.6 -0.388
C 16.567183 -8.046577 37.600699 -0.2 -0.2 0.1 -0.726
C 15.421027 -8.325111 38.334875 -0.1 0.1 -0.4 -0.420
C 15.008152 -7.441187 39.309009 -0.3 -0.3 0.8 -0.284
H 17.534722 -5.215578 39.256812 0.2 -0.1 -0.1 0.444
H 18.236681 -6.788604 37.350420 0.1 0.2 0.2 0.393
H 16.858012 -8.655481 36.756190 0.0 -0.2 0.1 0.395
H 14.819273 -9.205813 38.148821 0.0 0.0 -0.1 0.452
H 14.139838 -7.643434 39.925361 -0.1 0.1 -0.1 0.567
F 11.839883 -5.042539 44.667718 -0.1 0.0 0.0 -0.124
C 12.986569 -4.330426 44.706009 0.5 0.1 0.2 0.401
C 13.651312 -4.204654 45.911879 0.1 -0.5 0.2 -0.611
C 14.859139 -3.525403 45.952440 -0.2 0.5 -0.1 -0.404
C 15.354611 -2.926783 44.802185 0.1 0.0 0.0 -0.738
C 14.667130 -3.058875 43.604784 0.1 0.2 0.0 -0.601
C 13.482580 -3.772114 43.543770 -0.5 0.2 -0.1 -0.072
H 13.280802 -4.683815 46.810333 -0.2 0.0 -0.1 0.418
H 15.358872 -3.375086 46.899457 0.1 -0.2 0.0 0.441
H 16.261756 -2.336782 44.830928 0.0 -0.1 0.0 0.449
H 15.041293 -2.560831 42.719728 0.0 -0.1 -0.1 0.388
H 12.902948 -3.819006 42.629399 0.1 -0.2 0.0 0.454
F 18.375320 -11.795925 40.427655 0.2 0.0 0.0 -0.256
C 19.671442 -11.524886 40.701525 0.0 0.1 0.2 0.226
C 19.976064 -10.402545 41.443291 -0.1 0.7 -0.1 -0.112
C 21.302216 -10.139033 41.745304 0.4 -0.4 0.1 -0.473
C 22.292921 -11.001496 41.300406 0.5 -0.3 0.1 -0.502
C 21.974461 -12.131713 40.563908 -0.3 0.2 -0.1 -0.474
C 20.648804 -12.390823 40.261410 -0.4 -0.6 0.1 -0.455
H 19.215292 -9.676582 41.704743 -0.2 -0.3 0.1 0.489
H 21.597707 -9.307410 42.370368 -0.2 0.2 -0.1 0.427
H 23.334419 -10.842657 41.555888 -0.1 0.2 0.0 0.356
H 22.734931 -12.816249 40.217337 0.1 0.0 0.1 0.366
H 20.337487 -13.311188 39.779967 0.1 0.1 -0.2 0.405
F 10.989768 -6.356170 41.792532 -0.1 0.1 0.1 0.030
C 10.203927 -5.335454 41.381795 0.6 0.4 -0.1 0.325
C 9.992588 -5.217279 40.024911 -0.2 -0.3 -0.3 -0.602
C 9.222025 -4.171493 39.555728 0.0 0.4 0.3 -0.504
C 8.718052 -3.231762 40.454273 0.1 0.0 -0.4 -0.539
C 9.018904 -3.320266 41.805315 0.1 0.2 -0.3 -0.933
C 9.780338 -4.375296 42.286911 -0.5 -0.7 0.1 0.052
H 10.395485 -5.953063 39.340704 0.1 0.0 0.1 0.465
H 9.076122 -4.059897 38.490045 -0.2 0.0 0.0 0.392
H 8.101443 -2.423179 40.081322 0.1 0.1 0.1 0.396
H 8.700697 -2.513132 42.451972 -0.1 -0.2 0.2 0.403
H 9.902714 -4.560101 43.344870 0.3 0.3 0.0 0.547
F 17.891320 -7.007178 50.432938 0.1 0.0 -0.1 -0.332
C 17.944222 -6.539055 49.166864 -0.3 -0.2 -0.1 0.432
C 18.871716 -5.581492 48.839440 0.5 0.2 0.0 -0.428
C 18.879155 -5.056735 47.551469 -0.7 0.5 0.2 -0.765
C 17.906280 -5.439230 46.637652 0.1 -0.2 -0.1 -0.507
C 16.996288 -6.431169 46.979835 -0.3 0.1 0.3 -0.279
C 17.015375 -6.996539 48.251512 -0.1 0.1 -0.2 -0.591
H 19.566790 -5.227682 49.590789 0.0 0.0 0.0 0.418
H 19.493685 -4.192445 47.331631 0.3 -0.3 -0.1 0.406
H 17.847362 -4.955429 45.671085 0.0 -0.1 0.0 0.697
H 16.182234 -6.704130 46.318518 0.2 0.0 -0.2 0.470
H 16.285612 -7.743154 48.534274 0.0 0.0 0.1 0.440
C 9.804090 -11.481717 39.196827 0.2 -0.1 -0.1 0.274
Cl 8.590860 -10.304740 39.667468 -0.2 0.1 0.1 -0.077
Cl 9.309173 -13.102455 39.684273 -0.1 0.0 0.1 -0.110
Cl 10.010269 -11.447380 37.443115 0.0 0.0 -0.1 -0.105
Cl 11.340784 -11.081325 39.972918 0.0 0.1 0.0 -0.023
```
Forces are in eV/Å.

Summary:
* multiplicity: 1
* E_tot: -4862.3485 Eh
* HOMO level: -9.094 eV
* SMILES string: ClC(Cl)(Cl)Cl.Fc1ccccc1.Fc1ccccc1.Fc1ccccc1.Fc1ccccc1.Fc1ccccc1.Fc1ccccc1.Fc1ccccc1.Fc1ccccc1.Fc1ccccc1
* gap between HOMO and LUMO: 9.37 eV
* total charge: 0